Record 1
{"formula": "C13H13N3OS", "method": "wB97M-V/def2-TZVPD", "e_above_lowest_kj_mol": 21.2, "gap_ev": 8.510, "smiles": "CN1C(=O)[C@@H](Cc2c[nH]c3ccccc23)NC1=S", "total_charge": 0, "species": ["C", "N", "C", "O", "C", "N", "C", "S", "H", "H", "C", "C", "C", "N", "C", "C", "C", "C", "C", "C", "H", "H", "H", "H", "H", "H", "H", "H", "H", "H", "H"], "coordinates": [[3.626, 0.485, -2.089], [3.099, 0.373, -0.754], [1.926, 0.946, -0.340], [1.200, 1.625, -1.020], [1.750, 0.540, 1.122], [2.992, -0.142, 1.382], [3.731, -0.306, 0.265], [5.131, -1.136, 0.131], [3.186, -0.654, 2.226], [1.646, 1.428, 1.755], [0.531, -0.380, 1.317], [-0.752, 0.255, 0.889], [-1.106, 1.572, 0.940], [-2.370, 1.738, 0.452], [-2.862, 0.528, 0.065], [-4.092, 0.186, -0.486], [-4.316, -1.144, -0.769], [-3.343, -2.115, -0.511], [-2.124, -1.782, 0.036], [-1.868, -0.443, 0.331], [-1.384, -2.543, 0.232], [-3.560, -3.146, -0.746], [-5.259, -1.447, -1.198], [-4.841, 0.937, -0.685], [-2.835, 2.623, 0.338], [-0.542, 2.421, 1.277], [0.686, -1.292, 0.735], [0.483, -0.664, 2.374], [4.452, 1.198, -2.114], [3.991, -0.489, -2.416], [2.822, 0.829, -2.737]]}



Record 2
{"formula": "C13H13P", "method": "wB97M-V/def2-TZVPD", "e_above_lowest_kj_mol": 616.0, "gap_ev": [6.434, 6.398], "total_charge": 0, "species": ["C", "C", "C", "C", "C", "C", "C", "C", "C", "C", "C", "C", "C", "P", "H", "H", "H", "H", "H", "H", "H", "H", "H", "H", "H", "H", "H"], "coordinates": [[3.479, 1.283, -0.103], [2.862, 2.500, -0.497], [2.711, 0.281, 0.453], [1.497, 2.618, -0.537], [1.373, 0.519, 0.444], [0.655, 1.597, -0.197], [-0.095, -1.285, 1.891], [-1.156, -2.153, 1.624], [0.456, -0.409, 1.002], [-1.192, -0.817, -1.030], [-0.856, 1.583, -0.399], [-1.356, 0.574, -1.495], [-2.784, -3.115, -0.247], [-1.994, -1.562, 0.302], [4.537, 1.110, -0.111], [3.387, 3.321, -0.783], [2.996, -0.623, 0.861], [1.057, 3.556, -0.840], [0.148, -1.186, 2.994], [-1.460, -3.052, 2.287], [-1.555, 1.279, 0.410], [-1.250, 2.516, -0.652], [-0.695, 0.623, -2.367], [-2.298, 0.954, -2.049], [-1.922, -3.667, -0.615], [-3.434, -2.938, -1.055], [-3.109, -3.509, 0.708]]}



Record 3
{"formula": "C13H14BCaNO2", "method": "wB97M-V/def2-TZVPD", "e_above_lowest_kj_mol": 161.6, "gap_ev": [3.450, 4.341], "total_charge": -2, "species": ["C", "C", "C", "C", "C", "Ca", "N", "C", "C", "H", "H", "H", "H", "H", "H", "H", "H", "H", "H", "O", "B", "O", "C", "C", "C", "C", "C", "C", "H", "H", "H", "H"], "coordinates": [[-0.364, 1.001, -3.863], [1.031, 1.250, -3.706], [1.214, 1.961, -2.486], [-0.063, 2.151, -1.890], [-1.035, 1.562, -2.737], [0.383, -0.537, -1.828], [-3.149, 0.275, -0.752], [0.619, -2.537, -2.554], [1.902, -2.181, -2.798], [2.143, 2.434, -2.151], [1.803, 1.040, -4.453], [-0.287, 2.788, -1.029], [-2.115, 1.657, -2.610], [-0.850, 0.613, -4.764], [2.231, -1.776, -3.761], [0.251, -3.028, -1.620], [-3.419, -0.750, -0.653], [2.685, -2.277, -2.039], [-0.180, -2.484, -3.321], [0.235, -1.145, 1.612], [-0.398, -0.160, 0.767], [-0.770, 0.926, 1.620], [-0.524, 0.544, 2.903], [-0.813, 1.187, 4.070], [-0.495, 0.546, 5.282], [0.128, -0.706, 5.278], [0.437, -1.345, 4.065], [0.089, -0.714, 2.889], [-1.292, 2.168, 4.049], [-0.719, 1.035, 6.231], [0.397, -1.188, 6.223], [0.928, -2.311, 4.025]]}



Record 4
{"formula": "C13H14BHoNO2", "method": "wB97M-V/def2-TZVPD", "multiplicity": 5, "gap_ev": [6.952, 6.952], "s2": 6.00, "total_charge": -1, "species": ["C", "C", "C", "C", "C", "Ho", "N", "C", "C", "H", "H", "H", "H", "H", "H", "H", "H", "H", "H", "O", "B", "O", "C", "C", "C", "C", "C", "C", "H", "H", "H", "H"], "coordinates": [[-0.333, 1.150, -3.864], [1.078, 1.361, -3.677], [1.250, 2.218, -2.541], [-0.046, 2.536, -2.026], [-1.025, 1.881, -2.839], [0.198, -0.135, -1.766], [-1.487, -1.317, -1.923], [-0.190, -2.361, -2.312], [1.245, -1.955, -2.513], [2.194, 2.631, -2.192], [1.865, 1.009, -4.340], [-0.256, 3.228, -1.212], [-2.104, 1.993, -2.759], [-0.796, 0.625, -4.698], [1.542, -2.052, -3.557], [-0.232, -3.157, -1.548], [-2.332, -1.854, -1.727], [1.903, -2.478, -1.815], [-0.547, -2.820, -3.245], [0.416, -1.021, 1.734], [-0.029, 0.063, 0.901], [-0.598, 1.050, 1.758], [-0.496, 0.581, 3.027], [-0.812, 1.209, 4.201], [-0.471, 0.563, 5.401], [0.150, -0.689, 5.386], [0.445, -1.330, 4.171], [0.123, -0.676, 3.012], [-1.294, 2.185, 4.173], [-0.702, 1.052, 6.348], [0.409, -1.185, 6.323], [0.932, -2.303, 4.122]]}



Record 5
{"formula": "C13H14BrF6IN2O6S4Ti", "method": "wB97M-V/def2-TZVPD", "e_above_lowest_kj_mol": 19.2, "gap_ev": 8.154, "total_charge": 0, "species": ["Ti", "F", "C", "F", "F", "S", "O", "O", "N", "S", "O", "O", "C", "F", "F", "F", "C", "O", "C", "S", "S", "H", "H", "H", "Br", "C", "C", "C", "C", "C", "C", "I", "H", "H", "H", "H", "C", "N", "C", "C", "O", "H", "H", "H", "H", "H", "H", "H"], "coordinates": [[-1.139, -0.825, -1.172], [0.248, -0.460, 2.760], [-0.907, -1.134, 2.756], [-1.282, -1.339, 4.019], [-0.693, -2.321, 2.176], [-2.257, -0.198, 1.843], [-1.396, -0.033, 0.544], [-2.299, 1.078, 2.547], [-1.176, -2.642, -0.953], [-0.447, -3.033, -2.262], [0.663, -3.929, -2.188], [-0.214, -1.731, -2.944], [-1.677, -3.876, -3.348], [-2.724, -3.085, -3.566], [-2.094, -4.996, -2.764], [-1.113, -4.176, -4.514], [-5.625, 0.845, -2.935], [-4.245, 1.170, -3.176], [-3.318, 0.513, -2.523], [-1.710, 0.913, -2.872], [-3.654, -0.729, -1.431], [-5.872, 1.018, -1.889], [-5.817, -0.194, -3.197], [-6.189, 1.513, -3.577], [4.041, 4.048, 0.212], [2.590, 3.537, 1.315], [2.828, 3.423, 2.678], [1.810, 3.018, 3.527], [0.555, 2.723, 3.015], [0.319, 2.837, 1.656], [1.332, 3.249, 0.797], [0.884, 3.374, -1.233], [3.811, 3.653, 3.064], [2.003, 2.934, 4.589], [-0.250, 2.395, 3.658], [-0.658, 2.594, 1.264], [3.373, 0.423, -0.001], [2.820, -0.897, 0.269], [3.646, -1.820, 1.030], [1.605, -1.230, -0.096], [0.831, -0.469, -0.719], [3.479, 0.975, 0.933], [2.709, 0.966, -0.667], [4.351, 0.314, -0.467], [3.878, -1.389, 2.004], [4.576, -2.011, 0.494], [3.116, -2.759, 1.171], [1.284, -2.240, 0.175]]}



Record 6
{"formula": "C13H14BrF7N3O6", "method": "wB97M-V/def2-TZVPD", "gap_ev": 9.729, "smiles": "CC[C@@H](Br)[C@@]1(N)[C@@H](C(=O)C(F)(F)C(F)(F)C(F)(F)C(=O)O)OC[N@@H+]1C(=O)NC(=O)F", "total_charge": 1, "species": ["C", "C", "C", "Br", "C", "N", "C", "C", "O", "C", "F", "F", "C", "F", "F", "C", "F", "F", "C", "O", "O", "O", "C", "N", "C", "O", "N", "C", "O", "F", "H", "H", "H", "H", "H", "H", "H", "H", "H", "H", "H", "H", "H", "H"], "coordinates": [[3.716, 0.367, 1.639], [2.250, 0.456, 2.194], [1.295, 1.390, 1.413], [2.147, 3.133, 1.019], [0.626, 0.754, 0.167], [-0.130, -0.391, 0.671], [-0.461, 1.542, -0.620], [-1.685, 2.074, 0.131], [-1.522, 2.856, 0.975], [-3.153, 1.576, -0.157], [-3.436, 1.548, -1.462], [-3.924, 2.530, 0.358], [-3.552, 0.257, 0.588], [-4.865, 0.325, 0.777], [-3.002, 0.293, 1.811], [-3.292, -1.091, -0.180], [-4.452, -1.548, -0.634], [-2.406, -0.984, -1.189], [-2.767, -2.217, 0.791], [-3.300, -2.473, 1.781], [-1.606, -2.870, 0.454], [0.277, 2.463, -1.447], [1.252, 1.622, -2.034], [1.579, 0.544, -0.979], [1.890, -0.825, -1.444], [2.993, -1.162, -1.423], [0.842, -1.698, -1.845], [1.342, -3.044, -1.764], [1.181, -3.743, -0.885], [2.002, -3.466, -2.836], [4.428, 0.677, 2.410], [3.906, 0.968, 0.736], [3.933, -0.679, 1.374], [1.878, -0.575, 2.281], [2.327, 0.818, 3.229], [0.473, 1.645, 2.097], [0.433, -1.212, 0.865], [-0.673, -0.112, 1.483], [-0.796, 0.797, -1.374], [-1.714, -3.341, -0.389], [2.156, 2.206, -2.234], [0.756, 1.183, -2.917], [2.495, 0.872, -0.632], [0.561, -1.464, -2.802]]}



Record 7
{"formula": "C13H14F17IO3P", "method": "wB97M-V/def2-TZVPD", "gap_ev": 5.020, "total_charge": -1, "species": ["C", "C", "F", "C", "P", "O", "I", "H", "H", "H", "H", "H", "H", "C", "C", "C", "F", "F", "F", "F", "O", "C", "C", "F", "F", "F", "F", "H", "H", "H", "H", "C", "C", "C", "F", "F", "F", "F", "O", "C", "C", "F", "F", "F", "F", "H", "H", "H", "H"], "coordinates": [[4.316, 0.234, -3.042], [5.015, 1.241, -2.135], [6.403, 1.093, -2.335], [4.633, 1.173, -0.681], [5.219, 0.145, 0.541], [5.669, -1.396, -0.077], [7.676, 0.749, 0.857], [4.770, 0.247, -4.037], [4.395, -0.778, -2.645], [3.268, 0.515, -3.153], [4.775, 2.243, -2.521], [3.544, 1.043, -0.610], [4.914, -1.678, -0.607], [-0.698, -1.801, -0.987], [0.410, -0.753, -1.163], [-0.001, 0.616, -1.719], [-0.510, 0.475, -2.968], [1.078, 1.412, -1.787], [1.426, -1.265, -1.877], [0.876, -0.499, 0.096], [-0.794, -2.796, -1.995], [-1.571, -2.655, -3.098], [-0.750, -2.717, -4.398], [0.163, -1.734, -4.429], [-1.592, -2.556, -5.448], [-2.340, -1.552, -3.060], [-2.416, -3.724, -3.145], [-0.394, -2.356, -0.101], [-1.661, -1.339, -0.777], [-0.751, 1.080, -1.073], [-0.255, -3.687, -4.476], [-2.757, -0.234, 3.462], [-2.163, 0.494, 2.251], [-1.111, 1.586, 2.498], [-1.650, 2.596, 3.213], [-0.723, 2.073, 1.301], [-3.142, 0.978, 1.461], [-1.493, -0.469, 1.541], [-4.026, 0.211, 3.905], [-4.180, 1.192, 4.837], [-4.988, 2.381, 4.287], [-4.370, 2.917, 3.220], [-5.081, 3.324, 5.250], [-3.012, 1.596, 5.362], [-4.922, 0.680, 5.853], [-2.935, -1.248, 3.108], [-2.032, -0.287, 4.274], [-0.241, 1.185, 3.022], [-5.988, 2.047, 4.004]]}